<one>
# C4H10NOP

2 unconnected molecules or ions with the total composition C4H10NOP (ωB97M-V/def2-TZVPD, the OMol25 dataset).

**E_HOMO (spin up / spin down)**: -0.2984 / -0.2626 Eh
**Spin multiplicity**: 1
**Net charge**: 0
**LUMO level (spin up / spin down)**: 0.61 / -0.62 eV
**Gap between HOMO and LUMO (spin up / spin down)**: 0.321 / 0.240 Eh

Positions of all 17 atoms, in Å:
C: -0.243 1.357 -0.077
C: -2.625 1.571 0.106
C: -1.650 -0.549 -0.483
C: 3.291 -1.250 -1.336
N: -1.421 0.867 -0.278
O: 0.350 2.378 0.099
P: 2.225 -1.184 0.280
H: -3.283 2.028 -0.711
H: -3.327 0.878 0.622
H: -2.273 2.504 0.586
H: -2.525 -0.575 -1.175
H: -0.832 -0.980 -1.120
H: -1.670 -1.216 0.454
H: 3.996 -1.944 -1.136
H: 3.755 -0.307 -1.333
H: 2.577 -1.439 -2.235
H: 2.087 -2.601 0.288

=====

<two>
# C4H10NOP

A single C4H10NOP molecule (ωB97M-V/def2-TZVPD, the OMol25 dataset).

**E_HOMO**: -0.3174 Eh
**Spin multiplicity**: 1
**SMILES**: C[C@H](C=O)N(C)P
**Net charge**: 0
**LUMO level**: 0.77 eV
**Gap between HOMO and LUMO**: 0.346 Eh

Positions of all 17 atoms, in Å:
C: 1.745 -0.426 -0.009
C: 0.716 0.752 0.394
C: 1.091 1.199 1.747
O: 2.077 1.810 2.013
N: -0.707 0.248 0.411
C: -1.610 0.552 -0.771
P: -1.168 -1.168 1.323
H: 1.764 -1.099 0.852
H: 1.555 -1.047 -0.973
H: 2.762 -0.055 -0.280
H: 0.749 1.667 -0.234
H: 0.357 0.944 2.449
H: -2.589 0.836 -0.517
H: -1.255 1.417 -1.381
H: -1.705 -0.360 -1.389
H: -0.727 -2.168 0.369
H: -2.528 -0.822 1.049

=====

Which one sits at the bottom of the stability order? <one> does.

=====

<one>
# C2H8N5

2 unconnected molecules or ions with the total composition C2H8N5 (ωB97M-V/def2-TZVPD, the OMol25 dataset).

**E_HOMO (spin up / spin down)**: -0.4736 / -0.4840 Eh
**Spin multiplicity**: 1
**Net charge**: +1
**LUMO level (spin up / spin down)**: -5.32 / -3.85 eV
**Gap between HOMO and LUMO (spin up / spin down)**: 0.278 / 0.342 Eh

Positions of all 15 atoms, in Å:
C: -1.749 1.335 -2.084
C: -0.337 -0.629 0.737
N: -1.469 -1.117 1.007
N: -1.411 0.205 -1.710
N: 0.818 -1.262 1.724
N: 0.071 0.386 0.010
N: 1.355 0.527 -0.305
H: -2.531 1.636 -2.840
H: -1.454 2.283 -1.866
H: -2.231 -0.823 0.367
H: 0.344 -2.069 2.095
H: 1.677 -1.402 1.172
H: 1.020 -0.669 2.545
H: 1.992 -0.202 -0.613
H: 1.523 1.359 -0.868

=====

<two>
# C2H8N5

A gas-phase ion, C2H8N5 (charge +1) (ωB97M-V/def2-TZVPD, the OMol25 dataset).

**E_HOMO**: -0.4805 Eh
**Spin multiplicity**: 1
**SMILES**: [H]/N=N/N/[NH+]=C(/C)N
**Net charge**: +1
**LUMO level**: -3.57 eV
**Gap between HOMO and LUMO**: 0.349 Eh

Positions of all 15 atoms, in Å:
H: 3.957 0.548 0.366
N: 3.133 0.650 -0.191
N: 2.130 0.106 0.087
N: 0.983 0.127 -1.266
N: -0.170 0.613 -0.657
C: -0.913 -0.256 -0.041
C: -1.925 0.267 0.912
N: -0.532 -1.489 -0.016
H: 1.252 0.804 -1.951
H: -0.397 1.559 -0.916
H: -2.516 0.984 0.532
H: -1.454 0.595 1.778
H: -2.622 -0.452 1.348
H: -1.170 -2.131 0.560
H: 0.245 -1.925 -0.544

=====

<three>
# C2H8N5

2 unconnected molecules or ions with the total composition C2H8N5 (ωB97M-V/def2-TZVPD, the OMol25 dataset).

**E_HOMO (spin up / spin down)**: -0.4815 / -0.4847 Eh
**Spin multiplicity**: 1
**Net charge**: +1
**LUMO level (spin up / spin down)**: -5.95 / -5.83 eV
**Gap between HOMO and LUMO (spin up / spin down)**: 0.263 / 0.270 Eh

Positions of all 15 atoms, in Å:
C: -1.672 -0.382 0.461
C: 0.660 -0.360 0.409
N: 1.062 2.422 -0.012
N: -2.703 -0.938 -0.057
N: 2.950 0.043 -0.199
N: 1.944 -0.597 0.272
N: -0.414 -0.788 -0.149
H: 0.528 1.570 0.510
H: 0.623 2.616 -0.990
H: -3.566 -0.641 0.289
H: -2.701 -1.592 -0.874
H: 2.039 1.974 0.007
H: 3.850 -0.368 -0.165
H: 2.093 -1.609 0.748
H: -0.552 -1.707 -0.693

=====

<four>
# C2H8N5

2 unconnected molecules or ions with the total composition C2H8N5 (ωB97M-V/def2-TZVPD, the OMol25 dataset).

**E_HOMO**: -0.4869 Eh
**Spin multiplicity**: 1
**Net charge**: +1
**LUMO level**: -2.55 eV
**Gap between HOMO and LUMO**: 0.393 Eh

Positions of all 15 atoms, in Å:
C: 1.599 -1.524 0.104
C: 1.801 -0.248 0.265
N: 1.246 -0.539 -1.055
N: -1.569 0.101 0.282
N: 2.297 0.813 0.942
N: -2.756 0.096 0.835
N: -1.430 -0.209 -0.904
H: 1.259 -2.554 0.043
H: 1.672 -0.462 -1.999
H: 2.186 0.668 1.946
H: 2.334 1.635 0.494
H: -2.902 0.323 1.892
H: -3.694 -0.012 0.211
H: 0.169 -0.401 -0.987
H: -2.335 -0.366 -1.445

=====

Which one sits at the bottom of the stability order? <three> does.

=====

<one>
# C4H7ClN2O

A single C4H7ClN2O molecule (ωB97M-V/def2-TZVPD, the OMol25 dataset).

**E_HOMO**: -0.3436 Eh
**Spin multiplicity**: 1
**SMILES**: CC(C)=NN(Cl)C=O
**Net charge**: 0
**LUMO level**: 0.64 eV
**Gap between HOMO and LUMO**: 0.367 Eh

Positions of all 15 atoms, in Å:
C: 1.089 -1.085 -0.732
C: 0.140 -0.469 0.158
C: -0.688 0.698 -0.378
N: 0.131 -1.060 1.309
N: -0.856 -0.679 2.252
Cl: -1.449 -1.976 3.158
C: -0.921 0.540 2.752
O: -0.212 1.412 2.353
H: 1.505 -1.943 -0.113
H: 1.772 -0.357 -1.127
H: 0.687 -1.548 -1.710
H: -0.378 1.060 -1.406
H: -0.573 1.421 0.431
H: -1.623 0.198 -0.122
H: -1.639 0.772 3.555

=====

<two>
# C4H7ClN2O

A single C4H7ClN2O molecule (ωB97M-V/def2-TZVPD, the OMol25 dataset).

**E_HOMO**: -0.3312 Eh
**Spin multiplicity**: 1
**SMILES**: C/C=C(/Cl)C(=O)NN
**Net charge**: 0
**LUMO level**: 0.65 eV
**Gap between HOMO and LUMO**: 0.355 Eh

Positions of all 15 atoms, in Å:
C: -1.660 -0.199 -1.487
C: -0.659 -1.222 -0.922
C: 0.511 -0.966 -0.269
Cl: 1.455 -2.118 0.422
C: 1.030 0.480 -0.235
O: 1.065 1.176 -1.245
N: 1.315 0.940 1.015
N: 0.842 0.488 2.221
H: -1.365 0.827 -1.375
H: -2.651 -0.374 -0.987
H: -1.850 -0.357 -2.549
H: -1.087 -2.217 -0.919
H: 1.597 1.984 0.971
H: -0.167 1.001 2.440
H: 1.622 0.556 2.920

=====

Which one sits at the bottom of the stability order? <one> does.